{
  "formula": "C39H42CeN6O3SSi",
  "method": "ωB97M-V/def2-TZVPD",
  "species": ["Ce", "N", "C", "N", "C", "N", "N", "C", "C", "C", "C", "C", "C", "N", "C", "C", "C", "C", "C", "C", "H", "H", "H", "H", "H", "H", "H", "H", "H", "H", "H", "C", "C", "C", "C", "N", "H", "H", "H", "H", "H", "H", "H", "H", "H", "C", "C", "C", "C", "C", "C", "Si", "C", "C", "C", "C", "C", "C", "H", "H", "H", "H", "H", "H", "H", "H", "H", "H", "H", "O", "C", "O", "H", "C", "C", "C", "C", "C", "C", "C", "S", "C", "O", "H", "H", "H", "H", "H", "H", "H", "H", "H", "H"],
  "xyz": [[-0.177, -0.521, 0.856], [-3.682, -3.289, -1.015], [-2.710, -2.826, -0.225], [-2.575, -1.553, 0.006], [-3.290, -0.616, -0.685], [-3.108, 0.622, -0.294], [-2.384, 0.712, 0.831], [-2.643, 1.796, 1.587], [-2.067, 2.055, 2.827], [-2.997, 2.484, 3.844], [-2.462, 2.660, 5.132], [-1.050, 2.450, 5.332], [-0.217, 1.908, 4.371], [-0.759, 1.867, 3.062], [-4.272, -1.037, -1.669], [-5.152, -0.193, -2.375], [-6.295, -0.682, -3.005], [-6.557, -2.024, -3.013], [-5.629, -2.887, -2.459], [-4.477, -2.409, -1.762], [-3.881, -4.275, -1.338], [-2.040, -3.556, 0.260], [-3.605, 2.310, 1.383], [-4.043, 2.712, 3.594], [-3.083, 2.876, 5.946], [-0.627, 2.835, 6.272], [0.828, 1.630, 4.590], [-4.832, 0.846, -2.404], [-6.941, 0.001, -3.554], [-7.569, -2.359, -3.397], [-5.862, -3.933, -2.366], [1.895, 3.465, 2.579], [0.823, 2.947, 1.607], [1.492, 2.646, 0.226], [-0.129, 4.073, 1.435], [0.175, 1.700, 2.029], [2.427, 4.339, 2.166], [2.547, 2.642, 2.912], [1.431, 3.900, 3.540], [1.950, 3.521, -0.231], [0.683, 2.355, -0.479], [2.195, 1.808, 0.260], [0.368, 4.840, 0.825], [-0.421, 4.607, 2.353], [-0.979, 3.669, 0.829], [-1.504, 3.997, -4.383], [-1.731, 3.830, -3.010], [-1.601, 2.573, -2.342], [-1.016, 1.498, -3.056], [-1.025, 1.562, -4.429], [-1.209, 2.816, -5.081], [-0.390, -0.217, -2.341], [1.109, -0.327, -3.515], [1.889, 0.689, -4.016], [2.907, 0.397, -5.008], [3.115, -0.936, -5.449], [2.452, -1.957, -4.813], [1.432, -1.700, -3.862], [-1.704, 4.942, -4.861], [-1.995, 4.638, -2.336], [-1.911, 2.517, -1.291], [-0.858, 0.671, -4.985], [-1.070, 2.874, -6.172], [-1.291, -1.313, -3.116], [1.649, 1.746, -3.902], [3.548, 1.192, -5.371], [3.737, -1.183, -6.303], [2.748, -3.014, -5.056], [0.752, -2.465, -3.484], [-0.517, -1.115, 3.094], [-0.632, -2.365, 2.910], [-0.361, -2.870, 1.739], [-1.064, -3.017, 3.713], [5.231, -3.730, 5.418], [4.782, -3.177, 4.094], [3.502, -3.485, 3.596], [3.050, -3.074, 2.350], [3.920, -2.309, 1.521], [5.221, -2.043, 1.978], [5.587, -2.428, 3.270], [3.426, -1.472, 0.069], [3.580, -2.859, -1.116], [1.796, -1.080, 0.309], [6.039, -3.131, 5.872], [5.541, -4.776, 5.497], [4.408, -3.678, 6.159], [2.886, -4.051, 4.279], [2.031, -3.369, 2.004], [5.886, -1.561, 1.263], [6.519, -2.030, 3.725], [2.564, -3.232, -1.349], [4.220, -3.561, -0.561], [4.056, -2.530, -2.034]],
  "atomic_forces_ev_per_a": [[-3.4, 2.3, -0.3], [-1.9, -2.3, -2.4], [1.1, 1.0, 1.1], [1.6, -3.1, 0.1], [-0.2, 0.6, -0.6], [-1.0, 0.5, 0.6], [1.0, 0.7, -0.8], [-1.5, 0.1, 0.1], [-3.5, 0.8, -1.0], [2.3, 0.6, 1.6], [-0.1, -0.3, -2.9], [1.2, -0.4, 0.3], [-2.2, 1.6, 0.6], [3.8, -0.9, 1.9], [0.0, 0.3, 0.4], [0.7, 0.1, 0.0], [0.7, 1.3, -0.3], [-1.6, -0.8, -0.5], [1.2, 0.0, 1.3], [-2.3, 0.0, -0.9], [1.1, 1.5, 1.2], [-0.4, 0.5, -0.2], [0.5, -0.4, 0.1], [0.6, -0.4, 0.1], [-0.7, 0.5, 1.1], [-0.1, -0.8, -0.2], [-0.8, 0.3, -0.8], [-0.5, 0.0, 0.0], [0.0, 0.0, 0.3], [1.6, 0.1, 0.3], [0.0, -0.5, -0.1], [-0.3, 0.5, 1.8], [1.1, -0.6, 0.3], [-1.3, -0.4, 0.1], [-1.2, 0.9, -1.5], [0.3, -1.1, -1.0], [0.2, -0.5, -0.1], [0.2, 0.4, -0.3], [0.4, -0.8, -1.3], [0.3, 0.1, 0.2], [0.3, 0.0, 0.3], [0.1, 0.2, 0.2], [-0.1, 0.0, 0.0], [-0.3, -0.7, -0.1], [0.3, 0.7, 0.7], [-0.2, -1.7, 1.0], [-0.1, -1.0, 1.0], [1.1, 1.1, -1.3], [-1.7, -1.0, 1.4], [-0.1, 2.8, -0.8], [0.1, -0.4, -0.6], [-0.9, 0.2, -0.2], [-0.1, -2.5, 0.2], [1.8, -0.2, -2.4], [-0.9, -1.0, 1.0], [0.2, 1.8, 0.4], [-1.2, -1.8, 1.1], [0.9, 1.9, -0.9], [0.3, 0.1, -0.2], [-0.2, 0.3, -0.4], [0.5, -0.2, -0.4], [0.4, -0.4, -0.6], [-0.2, -0.1, 0.5], [0.6, 0.9, 0.5], [0.1, -0.2, 0.5], [-0.3, 0.1, -0.3], [0.3, 0.2, 0.3], [-0.6, 1.0, 0.1], [0.5, -0.1, 0.0], [-0.2, -1.9, 1.6], [0.0, 0.5, -2.1], [-0.3, 0.0, 2.4], [0.5, 0.3, -0.4], [-0.3, 0.7, 1.6], [-0.8, -0.7, -0.7], [0.4, -0.1, 0.2], [-0.3, 0.2, -0.7], [0.0, -0.8, 2.1], [-1.0, 0.0, -0.3], [1.6, 0.8, 0.2], [-3.6, 1.1, -0.3], [-0.6, -0.1, 0.4], [7.2, -2.3, -1.2], [-0.2, -0.2, -0.4], [0.0, 0.1, -0.8], [0.2, 0.1, -0.4], [-0.4, -0.2, -0.3], [0.8, 0.6, 0.3], [0.1, 0.3, 0.6], [-0.3, -0.6, -0.7], [0.6, 0.0, 0.3], [-0.4, 0.0, -0.5], [-0.1, 0.3, 0.0]],
  "lowdin_charge": [1.0413, 0.0829, -0.1721, 0.0336, -0.3820, 0.0546, -0.1657, -0.1517, -0.2770, -0.0222, -0.1198, -0.1252, -0.0519, -0.1102, -0.1035, -0.0200, -0.1305, -0.1518, -0.0520, -0.1874, 0.1688, 0.1227, 0.1107, 0.1062, 0.0521, 0.0815, 0.1177, 0.1077, 0.0950, 0.1110, 0.0853, -0.0808, -0.6512, -0.0366, -0.0697, -0.1266, 0.0709, 0.0693, 0.0856, 0.0777, 0.0656, 0.0663, 0.0782, 0.0888, 0.0864, -0.1177, -0.1023, -0.0889, -0.3439, -0.1526, -0.1014, 0.6638, -0.3901, -0.1077, -0.0724, -0.1463, -0.1496, -0.1376, 0.0805, 0.0843, 0.0737, 0.0838, 0.0890, -0.0150, 0.0994, 0.0804, 0.0838, 0.1007, 0.0687, -0.1525, -0.4296, -0.2035, 0.1437, -0.0559, -0.2709, -0.0239, -0.0210, -0.4322, -0.0748, -0.0496, 1.1211, -0.1941, -0.7092, 0.0803, 0.0823, 0.0857, 0.1150, 0.1204, 0.1095, 0.1248, 0.0760, 0.0573, 0.0467],
  "total_charge": -1,
  "de_lowest_kcal_mol": 0.0,
  "homo_energy_ha": [-0.0585, -0.0470],
  "orbital_gap_ev": [3.1, 2.8],
  "multiplicity": 2
}